47
Properties=species:S:1:pos:R:3:forces:R:3:lowdin_charge:R:1 method="wB97M-V/def2-TZVPD" total_charge=+3
Pt 0.5237 0.2419 -0.0378 -0.033 0.452 0.053 1.184
I -7.1555 0.1209 -0.5049 0.101 -0.036 -0.019 1.323
C -5.2538 -0.5301 -0.6217 -0.117 0.022 0.013 -0.666
C -4.9409 -1.8497 -0.2726 0.066 -0.015 -0.009 -0.202
C -3.6435 -2.2822 -0.3591 -0.014 -0.094 0.039 -0.606
I -3.1182 -4.1820 0.0788 -0.013 0.047 -0.006 1.276
C -2.5513 -1.3367 -0.8170 -0.037 -0.076 -0.028 -0.369
O -1.4072 -1.7023 -0.9211 -0.049 -0.035 -0.034 0.068
C -2.9458 0.0532 -1.1741 -0.074 0.064 -0.056 -0.101
C -1.9250 0.9741 -1.7872 -0.068 0.095 0.027 -0.091
N -0.8647 1.5019 -0.8657 -0.033 -0.037 0.021 -0.140
C 0.0102 2.4787 -1.6129 -0.090 0.057 -0.035 -0.092
C 0.9644 1.6693 -2.4427 -0.088 -0.040 -0.011 -0.256
C 1.4892 2.0519 -3.6567 -0.018 -0.051 -0.011 0.039
C 2.3401 1.1733 -4.3197 -0.002 0.021 -0.014 0.023
C 2.6135 -0.0673 -3.7633 -0.027 -0.020 0.003 0.007
C 2.0572 -0.3900 -2.5414 0.051 0.054 -0.012 -0.063
N 1.2654 0.4751 -1.8916 0.319 -0.123 0.086 -0.093
C -4.2362 0.4066 -1.0923 0.046 0.045 0.067 -0.046
H -5.7252 -2.5206 0.0517 -0.003 0.002 0.002 0.109
H -2.4532 1.8497 -2.1712 0.019 -0.027 -0.064 0.144
H -1.4335 0.4870 -2.6298 0.056 -0.080 0.079 0.150
H -1.3380 2.0035 -0.1137 0.092 -0.011 0.057 0.149
H 0.5448 3.0795 -0.8763 -0.021 -0.006 0.016 0.146
H -0.6042 3.1417 -2.2235 0.026 0.004 -0.016 0.145
H 1.2398 3.0152 -4.0807 -0.006 0.001 0.001 0.142
H 2.7734 1.4526 -5.2710 0.000 0.002 0.002 0.140
H 3.2510 -0.7808 -4.2655 0.004 0.001 0.004 0.135
H 2.2364 -1.3424 -2.0603 0.016 0.009 0.007 0.132
H -4.5678 1.3949 -1.3873 0.002 0.000 -0.003 0.120
C -0.5173 0.0350 4.1046 0.000 0.007 -0.006 0.032
C 0.2677 -0.0716 2.8473 -0.083 -0.024 0.077 -0.306
O -0.3344 0.2325 1.7836 0.010 -0.063 0.021 -0.136
C 1.6531 -0.5114 2.8505 0.063 0.002 0.006 -0.154
C 2.2899 -0.8091 4.0591 0.015 -0.022 0.011 0.030
C 3.6157 -1.2164 4.0864 0.010 -0.002 -0.004 -0.001
C 4.3297 -1.3356 2.9074 -0.014 -0.008 0.001 0.007
C 3.7226 -1.0513 1.6805 0.038 -0.008 -0.053 -0.020
C 2.4125 -0.6491 1.6792 -0.311 0.040 0.092 -0.056
H -1.5205 0.3881 3.8873 0.001 0.006 0.001 0.101
H -0.0299 0.7252 4.7958 -0.009 0.006 0.000 0.121
H -0.5686 -0.9368 4.5995 0.009 0.000 0.005 0.120
H 1.7515 -0.7212 4.9921 -0.008 0.009 -0.002 0.130
H 4.0898 -1.4390 5.0321 -0.004 0.004 0.003 0.135
H 5.3642 -1.6517 2.9266 0.002 0.000 -0.003 0.136
H 4.2814 -1.1458 0.7601 0.001 0.005 0.001 0.129
H 2.0474 -0.4290 0.6383 0.173 -0.177 -0.307 0.024

***

45
Properties=species:S:1:pos:R:3:forces:R:3:lowdin_charge:R:1 method="wB97M-V/def2-TZVPD" e_above_lowest_kcal_mol=113.4 total_charge=0
O -1.3977 -0.5520 -0.9471 1.005 0.127 0.198 -0.090
C -2.6424 -0.5226 -1.1393 -1.765 -0.013 -0.117 -0.441
C -3.4366 -1.7414 -1.2357 0.578 0.615 0.040 -0.031
C -4.8019 -1.7043 -1.3911 -0.150 0.039 0.047 -0.073
C -5.4947 -0.4740 -1.4239 0.245 0.028 -0.198 -0.286
C -6.9205 -0.4488 -1.4690 -1.968 0.039 -0.123 -0.228
N -8.0914 -0.4267 -1.4863 2.025 -0.039 0.018 0.101
C -4.7586 0.7311 -1.4187 -0.128 -0.043 0.055 -0.074
C -3.3884 0.7193 -1.2881 0.486 -0.569 0.073 -0.035
H -2.8875 -2.6839 -1.1723 -0.222 0.225 -0.079 0.097
H -5.3690 -2.6355 -1.5057 0.186 0.366 0.204 0.112
H -5.2925 1.6832 -1.5343 0.198 -0.421 0.147 0.112
H -2.8081 1.6454 -1.2850 -0.207 -0.225 0.006 0.096
C 4.0387 -0.4176 0.6523 0.389 -0.641 0.572 0.015
N 4.1051 0.5797 -0.4038 -0.185 0.682 -0.734 -0.032
C 5.2789 0.8890 -1.0854 -0.591 0.096 0.234 -0.003
C 5.0266 1.9793 -1.8462 -0.527 -0.001 0.338 0.000
N 3.7029 2.3483 -1.6201 0.520 -0.842 0.256 -0.028
C 3.0933 3.5366 -2.2042 -0.154 0.486 -0.394 0.019
C 3.1388 1.4610 -0.7664 1.829 0.582 -0.272 -0.086
C 1.7831 1.5747 -0.2000 -3.453 0.230 0.921 -0.314
C 1.1012 0.3201 0.1229 1.659 0.690 -1.591 -0.074
C -0.0130 0.3134 0.8822 -0.801 0.154 0.445 -0.003
C -0.3726 -0.7803 1.7810 -0.653 -1.193 0.266 -0.207
C -0.9347 -0.4964 3.0471 0.195 0.083 -0.555 -0.028
C -1.2846 -1.5147 3.9315 0.230 -0.435 -0.181 -0.081
C -1.1502 -2.8574 3.5386 -0.027 0.565 -0.235 -0.080
C -0.6334 -3.1586 2.2685 0.308 0.151 0.084 -0.075
C -0.1773 -2.1384 1.4273 -0.168 0.282 0.139 -0.025
O 1.2895 2.7001 0.0321 1.511 -1.107 -0.553 0.049
H 3.0148 -0.6206 0.9602 0.206 0.176 -0.161 0.076
H 4.4977 -1.3458 0.2983 -0.139 0.175 -0.027 0.109
H 4.6056 -0.0733 1.5252 -0.103 0.057 -0.233 0.111
H 6.1887 0.3259 -0.9514 -0.154 -0.006 0.004 0.136
H 5.6814 2.5218 -2.5100 -0.194 0.003 0.036 0.136
H 2.0140 3.4933 -2.0874 0.096 -0.046 0.001 0.096
H 3.4605 4.4450 -1.7081 -0.079 -0.390 0.021 0.113
H 3.3634 3.5935 -3.2667 -0.107 -0.146 0.308 0.105
H 1.4891 -0.5681 -0.3943 -0.102 0.087 0.857 0.124
H -0.5864 1.2454 0.9858 0.607 -0.211 0.317 0.148
H -1.0573 0.5497 3.3311 -0.082 -0.256 -0.029 0.115
H -1.6538 -1.2676 4.9298 0.044 -0.084 -0.382 0.104
H -1.4541 -3.6556 4.2179 0.066 0.220 -0.252 0.102
H -0.5644 -4.2039 1.9432 0.049 0.479 0.164 0.106
H 0.2974 -2.3685 0.4655 -0.472 0.028 0.367 0.114

***

47
Properties=species:S:1:pos:R:3:forces:R:3:lowdin_charge:R:1 method="wB97M-V/def2-TZVPD" e_above_lowest_kcal_mol=0.6 total_charge=+1
Pd 0.0524 -0.0807 0.0392 0.218 -0.095 0.012 0.939
O -1.8316 -1.2178 -6.8177 -0.026 0.023 0.089 0.097
N -1.5870 -0.0589 -6.5507 0.204 -0.109 0.102 -0.337
O -1.5590 0.8532 -7.3415 -0.042 0.049 -0.014 0.114
C -1.3118 0.2748 -5.1278 -0.025 -0.107 -0.067 -0.052
C -1.6416 1.5212 -4.7502 0.002 -0.012 0.118 0.083
C -1.4943 1.9264 -3.3850 -0.091 0.052 -0.120 -0.115
C -1.8983 3.1979 -2.9401 -0.011 -0.008 -0.022 0.031
C -1.7998 3.4992 -1.6106 0.014 -0.068 0.083 -0.002
C -1.2603 2.5451 -0.7389 -0.065 -0.038 -0.029 -0.081
N -0.8200 1.3657 -1.1472 0.162 0.131 -0.138 0.001
C -0.9685 1.0311 -2.4566 0.033 -0.197 0.024 -0.125
C -0.5859 -0.3017 -2.8805 0.015 0.182 0.187 -0.126
N -0.0586 -1.1163 -1.9292 -0.290 0.040 -0.026 0.032
C 0.3596 -2.3123 -2.2917 0.076 0.117 -0.075 -0.098
C 0.2550 -2.7894 -3.6005 0.021 0.031 0.063 -0.004
C -0.3090 -1.9949 -4.5604 -0.063 0.117 -0.010 0.040
C -0.7534 -0.6995 -4.2155 0.033 0.003 -0.093 -0.047
H -2.0407 2.2120 -5.4805 0.003 -0.002 0.016 0.142
H -2.3022 3.9096 -3.6485 0.002 0.006 -0.008 0.135
H -2.1248 4.4515 -1.2181 -0.008 -0.002 0.009 0.123
H -1.1886 2.7387 0.3215 0.075 0.040 -0.018 0.110
H 0.8320 -2.9162 -1.5300 -0.064 -0.048 0.016 0.095
H 0.6178 -3.7779 -3.8409 0.011 -0.006 -0.002 0.123
H -0.4090 -2.3499 -5.5709 -0.020 -0.013 -0.087 0.117
C -0.2204 -2.8101 1.1946 0.021 -0.025 -0.029 -0.074
N 0.5683 -1.5784 1.3857 0.090 -0.157 0.087 -0.379
C 2.0123 -1.8835 1.2637 -0.014 -0.026 0.017 -0.060
C 0.2914 -1.0785 2.7682 0.058 -0.056 0.114 -0.151
C 0.6093 0.3777 2.8156 -0.036 0.014 -0.020 -0.256
C 0.9265 1.0534 3.9864 0.053 -0.078 -0.041 -0.033
C 1.2565 2.3971 3.9345 0.040 0.055 0.008 -0.073
C 1.3076 3.0470 2.7104 0.010 0.040 -0.002 -0.080
C 0.9710 2.3749 1.5420 0.063 -0.186 -0.094 -0.127
C 0.5799 1.0367 1.5867 -0.324 0.242 0.021 -0.205
H 0.0248 -3.5323 1.9792 -0.013 0.007 0.001 0.106
H 0.0011 -3.2630 0.2340 0.011 -0.006 -0.018 0.061
H -1.2811 -2.5735 1.2417 0.003 -0.007 -0.010 0.096
H 2.2668 -2.7443 1.8902 0.007 0.029 0.004 0.103
H 2.5869 -1.0166 1.5809 0.004 0.004 -0.016 0.099
H 2.2580 -2.1069 0.2268 -0.004 -0.021 0.010 0.079
H 0.8915 -1.6626 3.4753 -0.066 0.011 0.022 0.137
H -0.7593 -1.2719 2.9941 -0.004 0.053 -0.083 0.133
H 0.9289 0.5310 4.9357 0.001 -0.020 -0.001 0.119
H 1.5047 2.9288 4.8425 0.006 0.011 0.011 0.109
H 1.6191 4.0823 2.6627 -0.002 0.009 -0.008 0.108
H 1.0635 2.8927 0.5942 -0.069 0.024 0.015 0.091

***

59
Properties=species:S:1:pos:R:3:forces:R:3:lowdin_charge:R:1 method="wB97M-V/def2-TZVPD" e_above_lowest_kcal_mol=46.1 total_charge=+1
Sn -0.1622 -0.7284 0.3494 -1.770 1.023 -0.361 1.586
O -4.0151 -0.5881 1.2609 -0.363 0.140 -0.206 -0.323
S -2.8341 -1.4298 1.1559 -3.026 -1.432 1.375 0.245
O -3.0475 -2.7921 1.5309 0.378 -0.104 -0.097 -0.270
O -1.7795 -0.7665 2.0044 2.580 0.548 0.051 -0.417
O -2.2983 -1.3233 -0.2439 2.193 0.220 -1.429 -0.460
C 0.9845 1.2129 -5.0831 0.145 0.238 -0.367 -0.053
N 0.5731 0.4133 -3.9622 -0.172 0.263 0.864 -0.121
C 0.3110 0.7837 -2.7098 0.012 -0.141 0.227 -0.148
N -0.1381 -0.2681 -2.0430 -0.076 0.155 1.126 -0.005
C -0.1259 -1.2801 -2.9421 0.077 0.234 -0.136 -0.155
N 0.2952 -0.8829 -4.1084 -0.132 -1.049 -0.972 0.150
C -0.1716 1.9439 -5.7376 -0.203 -0.076 0.212 -0.151
C -0.0011 2.4987 -7.0090 -0.188 -0.014 0.174 0.022
C -1.0422 3.1590 -7.6456 -0.111 0.053 -0.023 -0.021
C -2.2697 3.2897 -7.0267 -0.079 -0.006 -0.018 0.024
C -2.4410 2.7590 -5.7440 -0.321 -0.016 0.417 -0.115
C -1.3946 2.0813 -5.1094 0.315 -0.051 0.020 0.059
C -3.6897 2.9152 -5.0513 1.133 -0.320 0.306 -0.203
N -4.8492 3.2769 -5.5470 -0.616 0.484 -1.074 0.169
N -5.7240 3.2715 -4.5756 -1.233 0.266 -0.605 0.172
C -5.1069 2.9180 -3.4716 0.158 -0.406 1.586 -0.205
O -3.8019 2.6770 -3.7253 0.338 -0.084 0.184 0.174
C -5.6712 2.7923 -2.1566 0.515 0.142 -0.931 -0.100
C -7.0640 2.7915 -1.9960 -0.384 0.063 0.058 0.035
C -7.5949 2.6401 -0.7300 -0.075 0.081 -0.352 -0.010
C -6.7549 2.4836 0.3635 0.099 0.007 -0.170 0.053
C -5.3594 2.4920 0.2176 0.468 0.082 -0.509 -0.129
C -4.5079 2.2876 1.4424 -0.586 -0.149 0.492 -0.057
N -3.1140 2.1477 1.1502 0.528 -0.196 -0.849 -0.096
C -2.5562 1.3666 0.2387 0.173 0.073 -0.044 -0.207
N -1.2374 1.4741 0.3222 0.707 -1.018 -0.318 0.011
C -1.0361 2.3493 1.3449 -0.340 -0.013 -0.092 -0.166
N -2.1630 2.7706 1.8449 0.397 1.104 1.088 0.148
C -4.8301 2.6633 -1.0492 0.064 -0.053 0.663 0.060
H 1.4455 0.5375 -5.8093 -0.013 0.075 0.202 0.147
H 1.7425 1.9292 -4.7492 -0.068 -0.126 -0.012 0.152
H 0.4689 1.7642 -2.3014 0.072 0.109 0.022 0.155
H -0.4458 -2.2828 -2.7166 0.054 -0.057 -0.069 0.138
H 0.9540 2.4039 -7.5017 0.129 -0.020 -0.113 0.132
H -0.8951 3.5707 -8.6305 0.028 0.049 -0.107 0.122
H -3.0938 3.8009 -7.4951 -0.078 0.081 -0.151 0.128
H -1.5717 1.6570 -4.1318 0.040 -0.039 0.032 0.120
H -7.6825 2.8993 -2.8713 -0.198 0.010 -0.051 0.128
H -8.6660 2.6425 -0.5960 -0.039 -0.035 0.026 0.125
H -7.1765 2.3563 1.3484 -0.080 -0.049 0.143 0.139
H -4.8328 1.3532 1.9276 0.073 0.267 -0.048 0.136
H -4.6161 3.1244 2.1413 0.062 -0.162 -0.127 0.153
H -3.0888 0.7078 -0.4112 -0.068 -0.069 -0.146 0.123
H -0.0586 2.6694 1.6658 -0.080 -0.010 0.132 0.127
H -3.7659 2.7137 -1.2123 0.026 0.016 0.040 0.120
C 4.2869 -0.4095 0.3345 -0.936 0.125 -0.291 -0.093
S 2.6351 -0.2509 -0.3645 2.125 -0.077 -0.292 0.382
O 2.0571 -1.6036 -0.2758 -1.022 -0.559 0.128 -0.418
O 1.8746 0.6413 0.5270 -1.371 0.208 0.658 -0.416
O 2.7233 0.2502 -1.7042 0.346 0.220 -0.408 -0.308
H 4.2190 -1.1969 1.0710 0.140 -0.124 0.180 0.070
H 4.5417 0.5355 0.7925 0.136 0.185 0.016 0.070
H 4.9543 -0.6645 -0.4777 0.120 -0.065 -0.056 0.072

***

no.,largest force on an atom (hartree/bohr),calculated total energy (eV)
1,0.0089,-48580.054
2,0.0696,-30647.167
3,0.0079,-35613.174
4,0.0704,-77879.122